Density functional theory data (ωB97M-V/def2-TZVPD) for a molecular structure, C33H28IMnN4O5 at a distorted geometry.

Computed properties:
E_LUMO (spin up / spin down)   2.20 / 2.20 eV
Strongest force on any atom   2.1 eV Å⁻¹
Total charge   -1
HOMO-LUMO gap (spin up / spin down)   5.132 / 6.201 eV
HOMO level (spin up / spin down)   -2.9 / -4.0 eV
2S+1   2
Expectation value of S²   0.8512

Cartesian coordinates (Å):
Mn1 0.55 0.37 -0.61
C1 0.55 1.94 -3.34
O1 0.41 0.68 -2.69
C2 0.31 -0.48 -3.40
C3 0.43 -0.54 -4.77
C4 0.32 -1.79 -5.39
C5 0.10 -2.92 -4.62
C6 -0.02 -2.83 -3.24
C7 0.08 -1.61 -2.60
N1 -0.01 -1.38 -1.21
N2 -0.31 -2.47 -0.55
C8 -0.39 -2.36 0.80
C9 -0.14 -1.22 1.59
O2 0.21 -0.05 1.18
C10 -0.28 -1.32 3.02
C11 -0.64 -2.47 3.63
C12 -0.91 -3.64 2.86
C13 -1.30 -4.85 3.50
C14 -1.57 -5.97 2.77
C15 -1.46 -5.92 1.37
C16 -1.08 -4.77 0.74
C17 -0.79 -3.59 1.47
H1 1.53 2.00 -3.83
H2 0.47 2.68 -2.55
H3 -0.25 2.07 -4.06
H4 0.61 0.35 -5.35
H5 0.41 -1.86 -6.47
H6 0.02 -3.89 -5.10
H7 -0.19 -3.71 -2.63
H8 -0.06 -0.42 3.58
H9 -0.72 -2.51 4.71
H10 -1.38 -4.85 4.58
H11 -1.86 -6.89 3.26
H12 -1.67 -6.81 0.78
H13 -1.00 -4.74 -0.34
C18 4.57 2.19 0.56
C19 3.29 2.72 1.14
N3 3.38 3.46 2.25
C20 2.24 4.02 2.66
C21 1.01 3.86 2.08
C22 -0.15 4.61 2.67
O3 -0.60 5.71 1.86
C23 0.85 2.99 0.95
C24 -0.49 2.76 0.49
N4 -0.97 1.76 -0.29
C25 -2.24 1.32 0.10
C26 -2.51 1.22 1.48
C27 -3.72 0.76 1.97
C28 -4.71 0.35 1.09
C29 -4.48 0.42 -0.27
C30 -3.27 0.90 -0.76
I1 -3.11 1.01 -2.83
C31 2.08 2.47 0.50
O4 2.12 1.83 -0.74
H14 5.40 2.69 1.05
H15 4.62 2.38 -0.52
H16 4.66 1.11 0.70
H17 2.32 4.65 3.54
H18 0.15 5.06 3.62
H19 -0.99 3.94 2.89
H20 -0.72 5.37 0.97
H21 -1.24 3.42 0.92
H22 -1.71 1.46 2.16
H23 -3.86 0.68 3.04
H24 -5.66 -0.03 1.46
H25 -5.24 0.11 -0.97
C32 3.28 0.19 -2.25
C33 2.57 0.33 -0.94
O5 2.75 -0.36 0.05
H26 4.33 -0.01 -2.03
H27 3.19 1.09 -2.86
H28 2.87 -0.66 -2.79

***

Density functional theory data (ωB97M-V/def2-TZVPD) for 2 unconnected molecules or ions with the total composition C7H15NO at a distorted geometry.

Computed properties:
E_LUMO   0.85 eV
Strongest force on any atom   3.3 eV Å⁻¹
HOMO-LUMO gap   8.555 eV
HOMO level   -7.7 eV

Cartesian coordinates (Å):
C1 -1.21 -0.66 0.51
C2 -1.00 0.37 -1.02
C3 -2.26 -0.14 -0.44
C4 -1.24 -0.05 1.89
C5 -0.34 -0.20 -2.16
H1 -1.12 -1.73 0.48
H2 -0.65 1.33 -0.66
H3 -2.95 0.61 -0.05
H4 -2.76 -0.90 -1.04
H5 -2.20 -0.24 2.39
H6 -0.88 -0.99 -2.67
H7 0.12 0.53 -2.83
H8 -1.11 1.03 1.84
H9 -0.48 -0.47 2.54
H10 0.65 -0.81 -1.62
C6 2.41 1.19 -0.03
N1 1.84 0.23 0.89
C7 1.31 -0.96 0.47
O1 1.53 -1.41 -0.69
H11 1.60 0.54 1.82
H12 1.05 -1.64 1.29
H13 3.30 0.78 -0.50
H14 2.66 2.13 0.46
H15 1.74 1.45 -0.86

***

Density functional theory data (ωB97M-V/def2-TZVPD) for a molecular structure, C36H51InN9O3S2Si at a distorted geometry.

Computed properties:
E_LUMO (spin up / spin down)   0.12 / -0.17 eV
Strongest force on any atom   2.4 eV Å⁻¹
HOMO-LUMO gap (spin up / spin down)   5.687 / 7.063 eV
HOMO level (spin up / spin down)   -5.6 / -7.2 eV
2S+1   2
Expectation value of S²   0.7543

Cartesian coordinates (Å):
In1 12.80 9.86 13.95
O1 11.59 10.86 15.57
N1 10.63 11.84 15.74
C1 11.09 13.15 15.75
C2 10.18 14.19 15.78
C3 8.80 13.87 15.96
C4 8.38 12.54 15.97
C5 9.31 11.45 15.89
S1 8.84 9.78 15.85
H1 12.15 13.29 15.62
H2 10.54 15.22 15.71
H3 8.09 14.70 15.95
H4 7.33 12.27 16.06
C6 15.22 5.71 9.25
Si1 14.38 7.37 8.78
C7 12.52 7.12 9.07
C8 14.52 7.92 6.94
C9 15.14 8.72 9.83
C10 16.14 9.52 9.30
C11 16.71 10.55 10.07
C12 16.19 10.78 11.33
N2 15.25 10.03 11.86
C13 14.70 9.03 11.15
S2 13.47 8.19 12.02
H5 14.78 4.90 8.67
H6 15.00 5.49 10.28
H7 16.28 5.74 9.12
H8 12.05 6.75 8.14
H9 12.05 8.08 9.25
H10 12.37 6.49 9.93
H11 14.51 7.06 6.28
H12 15.44 8.48 6.72
H13 13.67 8.59 6.71
H14 16.49 9.36 8.27
H15 17.49 11.21 9.68
H16 16.59 11.56 12.01
C14 10.28 11.79 11.90
N3 9.99 12.74 10.81
C15 10.64 14.01 11.14
N4 12.07 13.92 11.38
C16 12.32 12.95 12.44
N5 11.74 11.62 12.12
C17 12.32 11.21 10.83
N6 12.05 12.12 9.73
C18 10.61 12.28 9.61
C19 12.65 13.39 10.10
H17 9.90 10.80 11.66
H18 9.78 12.07 12.83
H19 10.17 14.44 12.02
H20 10.44 14.66 10.28
H21 11.86 13.35 13.35
H22 13.41 12.85 12.54
H23 11.96 10.19 10.64
H24 13.38 11.08 10.94
H25 10.16 11.31 9.34
H26 10.47 13.04 8.84
H27 12.39 14.14 9.35
H28 13.74 13.27 10.17
N7 12.05 9.33 17.71
C20 11.74 7.92 17.55
C21 12.20 7.50 16.14
N8 11.55 8.15 15.00
H29 11.69 9.69 18.61
H30 11.60 9.93 16.95
H31 13.09 9.61 17.69
H32 10.64 7.79 17.65
H33 12.24 7.32 18.30
H34 12.02 6.42 16.08
H35 13.28 7.67 16.07
H36 10.63 8.57 15.24
H37 11.42 7.47 14.23
C22 21.96 10.52 13.93
C23 20.65 9.79 13.84
C24 20.48 8.82 12.87
C25 19.25 8.17 12.67
C26 18.17 8.61 13.39
C27 18.26 9.68 14.30
N9 17.06 10.19 14.84
C28 16.79 11.52 15.20
C29 17.47 12.60 14.67
C30 17.22 13.90 15.12
C31 16.35 14.09 16.19
C32 15.68 13.01 16.71
C33 15.77 11.74 16.12
C34 14.73 10.72 16.47
O2 14.19 10.80 17.61
O3 14.39 9.83 15.55
C35 19.55 10.12 14.68
C36 19.81 10.97 15.88
H38 22.69 10.02 13.26
H39 22.36 10.54 14.96
H40 21.86 11.58 13.56
H41 21.35 8.57 12.28
H42 19.23 7.35 11.96
H43 17.21 8.09 13.29
H44 16.24 9.60 14.75
H45 18.23 12.35 13.93
H46 17.83 14.74 14.75
H47 16.17 15.11 16.57
H48 15.04 13.11 17.58
H49 20.09 12.01 15.65
H50 20.66 10.53 16.44
H51 18.93 10.99 16.53

***

Density functional theory data (ωB97M-V/def2-TZVPD) for a single C7H9Cl molecule at a distorted geometry.

Computed properties:
E_LUMO   0.90 eV
Strongest force on any atom   4.9 eV Å⁻¹
HOMO-LUMO gap   10.449 eV
HOMO level   -9.5 eV

Cartesian coordinates (Å):
C1 1.41 -2.37 0.21
C2 1.06 -1.15 0.63
C3 -0.36 2.35 0.50
C4 -0.95 1.11 1.22
C5 -0.03 0.13 -1.23
C6 1.05 0.06 -0.15
C7 -0.21 0.90 -0.01
Cl1 2.62 0.89 -0.32
H1 1.45 -3.19 0.88
H2 1.54 -2.53 -0.88
H3 0.68 -1.12 1.67
H4 -0.96 2.75 -0.18
H5 0.60 2.64 0.77
H6 -0.39 0.94 2.08
H7 -2.07 1.07 1.33
H8 0.14 0.63 -2.14
H9 -0.56 -0.81 -1.49

***

Density functional theory data (ωB97M-V/def2-TZVPD) for a molecular structure, C27H48OP2Pb at a distorted geometry.

Computed properties:
E_LUMO   -1.34 eV
Strongest force on any atom   3.2 eV Å⁻¹
HOMO-LUMO gap   3.640 eV
HOMO level   -5.0 eV

Cartesian coordinates (Å):
P1 -0.15 -2.03 -2.21
P2 -0.47 2.23 -1.81
C1 -0.77 -0.45 -2.95
C2 0.13 0.80 -2.87
H1 -1.72 -0.22 -2.44
H2 -1.03 -0.61 -4.01
H3 1.23 0.60 -2.78
H4 0.16 1.26 -3.85
C3 -2.07 2.64 -2.67
H5 -2.66 3.21 -1.94
H6 -2.63 1.73 -2.91
H7 -1.95 3.26 -3.56
C4 0.69 3.52 -2.47
H8 0.40 3.89 -3.46
H9 1.71 3.13 -2.50
H10 0.66 4.35 -1.75
C5 -1.28 -3.37 -2.71
H11 -1.26 -4.12 -1.90
H12 -1.01 -3.87 -3.65
H13 -2.31 -3.01 -2.77
C6 1.53 -2.46 -2.86
H14 2.09 -1.60 -3.25
H15 1.50 -3.24 -3.66
H16 2.13 -2.89 -2.03
Pb1 1.54 -0.41 -0.74
C7 0.74 1.64 -5.87
C8 -0.60 1.62 -5.70
C9 -1.54 0.88 -6.60
C10 -1.13 -0.56 -6.97
C11 -0.31 -1.32 -5.94
C12 1.02 -1.24 -5.83
C13 1.87 -0.46 -6.78
C14 1.41 1.00 -7.03
C15 0.28 -1.89 0.55
H17 1.40 2.25 -5.23
H18 -1.12 2.25 -4.97
H19 -1.69 1.44 -7.54
H20 -2.53 0.86 -6.11
H21 -2.06 -1.12 -7.14
H22 -0.61 -0.53 -7.94
H23 -0.87 -2.11 -5.41
H24 1.58 -1.94 -5.21
H25 1.92 -0.94 -7.77
H26 2.90 -0.44 -6.40
H27 2.31 1.59 -7.27
H28 0.78 1.03 -7.93
H29 0.84 -1.70 1.48
H30 0.31 -2.98 0.39
H31 -0.75 -1.55 0.77
C16 1.17 3.67 1.77
C17 -0.22 3.73 2.41
C18 -1.30 3.46 1.36
C19 -0.32 2.76 3.60
C20 -0.49 3.25 4.88
C21 -0.63 2.39 5.98
C22 -0.64 1.01 5.77
C23 -0.48 0.45 4.51
C24 -0.51 -1.07 4.35
C25 0.74 -1.69 4.98
C26 -1.76 -1.68 5.02
C27 -0.17 1.32 3.38
O1 0.27 0.84 2.30
H32 1.38 2.63 1.47
H33 1.93 3.97 2.50
H34 1.23 4.32 0.89
H35 -0.37 4.74 2.83
H36 -1.19 2.44 0.96
H37 -2.30 3.55 1.82
H38 -1.23 4.18 0.54
H39 -0.51 4.34 5.02
H40 -0.75 2.80 6.98
H41 -0.78 0.33 6.61
H42 -0.53 -1.26 3.27
H43 0.73 -1.50 6.06
H44 0.74 -2.77 4.81
H45 1.65 -1.25 4.55
H46 -2.68 -1.21 4.65
H47 -1.78 -2.75 4.79
H48 -1.69 -1.56 6.11

***

Density functional theory data (ωB97M-V/def2-TZVPD) for a molecular structure, C19H29N4O2PS4ScSi at a distorted geometry.

Computed properties:
E_LUMO   2.39 eV
Strongest force on any atom   3.8 eV Å⁻¹
Total charge   -1
HOMO-LUMO gap   6.895 eV
HOMO level   -4.5 eV

Cartesian coordinates (Å):
Sc1 0.22 0.07 -1.15
S1 2.06 0.72 -2.94
C1 1.49 2.24 -2.53
S2 -0.12 2.58 -2.13
C2 2.38 3.38 -2.53
C3 3.74 3.35 -2.97
N1 4.86 3.32 -3.34
C4 1.96 4.67 -2.06
N2 1.67 5.72 -1.63
C5 -3.59 1.62 -0.92
C6 -3.24 0.18 -1.05
C7 -4.26 -0.78 -0.94
C8 -3.96 -2.12 -1.14
C9 -2.68 -2.49 -1.49
C10 -1.67 -1.48 -1.65
N3 -1.96 -0.19 -1.36
N4 -0.39 -1.73 -2.00
Si1 0.31 -3.19 -2.72
C11 2.03 -2.77 -3.36
C12 0.40 -4.60 -1.42
C13 -0.87 -3.66 -4.16
H1 -4.37 1.91 -1.68
H2 -2.68 2.25 -0.99
H3 -4.10 1.81 0.06
H4 -5.25 -0.42 -0.67
H5 -4.75 -2.86 -1.03
H6 -2.47 -3.55 -1.60
H7 2.70 -2.42 -2.56
H8 1.99 -2.00 -4.15
H9 2.45 -3.72 -3.76
H10 0.74 -4.22 -0.42
H11 1.13 -5.38 -1.77
H12 -0.59 -5.08 -1.29
H13 -0.99 -2.80 -4.85
H14 -1.88 -3.94 -3.78
H15 -0.44 -4.52 -4.71
C14 1.96 0.44 5.34
C15 2.88 0.16 4.15
C16 3.59 1.40 3.64
O1 2.09 -0.49 3.09
P1 1.13 0.22 2.06
S3 -0.07 -1.14 1.17
S4 2.08 1.05 0.52
O2 0.35 1.29 2.90
C17 -0.88 2.09 2.65
C18 -2.09 1.18 2.75
C19 -0.76 2.93 1.42
H16 2.52 0.72 6.25
H17 1.33 -0.43 5.61
H18 1.27 1.26 5.09
H19 3.58 -0.67 4.40
H20 2.86 2.21 3.49
H21 4.08 1.20 2.68
H22 4.38 1.74 4.34
H23 -0.81 2.72 3.55
H24 -2.03 0.35 2.03
H25 -3.05 1.71 2.62
H26 -2.14 0.71 3.74
H27 -0.90 2.34 0.51
H28 0.23 3.36 1.29
H29 -1.50 3.75 1.40

***

Density functional theory data (ωB97M-V/def2-TZVPD) for 8 unconnected molecules or ions with the total composition C12H32F12N6O10P2 at a distorted geometry.

Computed properties:
E_LUMO   -1.36 eV
Strongest force on any atom   5.1 eV Å⁻¹
HOMO-LUMO gap   6.837 eV
HOMO level   -8.2 eV

Cartesian coordinates (Å):
C1 0.18 0.03 2.85
C2 -0.38 -1.09 3.61
O1 -1.53 -1.42 3.42
N1 0.48 -1.87 4.54
H1 0.10 -2.81 4.50
H2 1.45 -2.03 4.28
C3 0.44 -1.15 5.97
H3 -0.54 0.85 2.89
H4 0.33 -0.41 1.86
H5 1.17 0.34 3.18
H6 1.23 -0.41 5.89
H7 0.56 -1.97 6.68
H8 -0.48 -0.57 6.02
C4 3.89 0.48 -0.28
C5 5.04 -0.09 -0.97
O2 6.20 0.15 -0.71
N2 4.80 -0.98 -2.14
H9 5.57 -1.61 -2.32
H10 3.99 -1.56 -1.97
C6 4.62 -0.20 -3.43
H11 3.19 -0.31 0.00
H12 3.43 1.28 -0.86
H13 4.24 0.85 0.68
H14 5.53 0.39 -3.55
H15 3.72 0.40 -3.32
H16 4.59 -0.91 -4.26
C7 0.84 -1.45 -4.90
C8 0.49 -2.89 -4.41
O3 0.68 -3.80 -5.15
N3 0.11 -3.12 -2.98
H17 0.64 -3.95 -2.74
H18 0.41 -2.38 -2.37
C9 -1.39 -3.36 -2.80
H19 0.82 -1.50 -5.99
H20 1.88 -1.30 -4.60
H21 0.10 -0.75 -4.50
H22 -1.57 -3.60 -1.75
H23 -1.64 -4.21 -3.44
H24 -1.98 -2.51 -3.13
C10 -5.58 1.77 2.54
C11 -4.65 0.59 2.18
O4 -4.10 -0.14 3.00
N4 -4.24 0.50 0.69
H25 -4.82 -0.26 0.38
H26 -4.40 1.36 0.19
C12 -2.80 0.02 0.45
H27 -5.00 2.69 2.46
H28 -5.92 1.71 3.58
H29 -6.41 1.84 1.83
H30 -2.69 -1.06 0.62
H31 -2.07 0.64 0.97
H32 -2.63 0.06 -0.63
P1 -3.58 3.96 -0.38
F1 -3.35 4.01 -2.02
F2 -4.60 5.24 -0.43
F3 -4.77 2.84 -0.51
F4 -3.79 3.91 1.27
F5 -2.47 2.78 -0.29
F6 -2.35 5.04 -0.14
P2 0.85 3.77 1.51
F7 2.26 4.64 1.72
F8 0.18 4.32 2.94
F9 0.12 4.82 0.50
F10 -0.39 2.86 1.18
F11 1.49 3.21 0.18
F12 1.43 2.47 2.34
N5 0.54 0.34 -1.53
O5 1.23 0.70 -2.46
O6 -0.30 1.11 -1.17
O7 0.68 -0.82 -1.07
N6 2.72 -3.85 -0.91
O8 2.73 -2.90 -1.68
O9 3.71 -4.13 -0.23
O10 1.76 -4.57 -0.85